108
Properties=species:S:1:pos:R:3 method="wB97M-V/def2-TZVPD" max_force_ev_per_a=0.5 molar_mass_da=756.92 lumo_energy_ev=-2.569 total_charge=+1
Al -1.46034 -0.33320 0.48921
C 3.58077 0.81492 -0.85542
C 2.90774 1.93925 -1.63172
C 3.78344 3.18938 -1.62502
P 1.15885 2.16032 -1.01154
C 0.63868 3.69625 -1.91522
C 0.58252 3.39115 -3.41284
C -0.71933 4.17803 -1.41821
C 1.46835 2.72247 0.71227
C 1.72613 4.05310 1.03702
C 2.00318 4.43602 2.34119
C 2.05095 3.48700 3.34911
C 1.79262 2.15957 3.04590
C 1.47833 1.76019 1.74291
Si 0.79041 0.03698 1.50656
C -2.47562 1.36678 0.67232
C -2.53563 2.36780 1.64457
C -3.43036 3.41864 1.52346
C -4.29570 3.48855 0.43371
C -4.26634 2.50767 -0.54213
C -3.35825 1.45563 -0.41643
P -3.01296 0.08948 -1.55238
C -4.42954 -1.10203 -1.42736
C -5.82601 -0.48953 -1.37486
C -4.32173 -2.20976 -2.47807
C -2.88595 0.83714 -3.24296
C -1.91718 0.04015 -4.11924
C -4.19809 1.09512 -3.98048
C 0.63621 -0.91728 3.13147
C -0.18762 -0.74958 4.24403
C -0.36264 -1.81646 5.10915
C 0.25994 -3.04332 4.87515
C 1.10800 -3.21624 3.79514
C 1.29906 -2.13471 2.94054
P 2.40041 -1.78301 1.56248
C 4.04984 -1.56903 2.37860
C 5.15858 -1.22441 1.38274
C 3.97720 -0.50551 3.47221
C 2.52870 -3.23493 0.43169
C 2.98717 -2.80856 -0.96742
C 3.40190 -4.36755 0.97076
H 4.55536 0.58277 -1.28873
H 2.98017 -0.09599 -0.86394
H 3.74018 1.10916 0.18500
H 2.77475 1.60262 -2.66471
H 3.80817 3.65026 -0.63626
H 3.44911 3.93449 -2.34496
H 4.80960 2.92395 -1.88719
H 1.37966 4.48132 -1.75164
H -0.11344 2.57474 -3.61474
H 1.55353 3.11069 -3.81917
H 0.23698 4.26854 -3.96081
H -1.48732 3.42511 -1.60014
H -1.01001 5.09047 -1.94229
H -0.71812 4.38840 -0.34972
H 1.71124 4.81357 0.26949
H 2.18917 5.47781 2.56750
H 2.27690 3.77991 4.36580
H 1.82122 1.42062 3.83755
H -1.86981 2.33828 2.50097
H -3.45644 4.19669 2.27570
H -4.99417 4.31082 0.35165
H -4.94576 2.57308 -1.38259
H -4.23804 -1.55551 -0.44506
H -6.09649 -0.01242 -2.31584
H -5.91148 0.24426 -0.57474
H -6.55724 -1.27699 -1.18286
H -4.68180 -1.87058 -3.44875
H -4.93322 -3.06357 -2.18398
H -3.29614 -2.56439 -2.60448
H -2.42624 1.80487 -3.01627
H -2.32928 -0.93844 -4.37247
H -0.95604 -0.10462 -3.62291
H -1.73294 0.57114 -5.05464
H -4.67388 0.16559 -4.28933
H -3.98983 1.67115 -4.88374
H -4.90940 1.66496 -3.38680
H -0.71522 0.18027 4.41403
H -1.01254 -1.71030 5.96708
H 0.07983 -3.86779 5.55030
H 1.60374 -4.16533 3.63964
H 4.26000 -2.53994 2.83718
H 4.93646 -0.29871 0.85441
H 5.32168 -2.00648 0.64387
H 6.09687 -1.08231 1.91962
H 3.72589 0.46865 3.05070
H 4.95200 -0.41870 3.95266
H 3.24233 -0.74828 4.23874
H 1.49409 -3.59222 0.37107
H 4.04188 -2.53590 -0.96645
H 2.42666 -1.95147 -1.33828
H 2.86212 -3.63113 -1.67230
H 4.45741 -4.10024 0.95412
H 3.27548 -5.24452 0.33418
H 3.14096 -4.65737 1.98830
O -2.49585 -3.41512 2.64005
C -2.16461 -2.66538 1.75834
O -2.19613 -1.36321 1.77116
C -1.64717 -3.19678 0.43482
C -1.74238 -4.52646 0.06437
C -1.28622 -4.88932 -1.19182
C -0.73543 -3.91740 -2.02003
C -0.66906 -2.61469 -1.56583
N -1.12153 -2.26293 -0.36154
H -2.17538 -5.23148 0.75933
H -1.36900 -5.91271 -1.53151
H -0.37124 -4.16239 -3.00712
H -0.26026 -1.81957 -2.17486